Entry from the Open Molecules 2025 dataset: C4H4N2O2 in the gas phase (the ωB97M-V functional and the def2-TZVPD basis).

Computed properties:
- energy above the lowest of the compared OMol25 structures with the same formula, charge and spin (eV) = 3.426
- E_HOMO (eV) = -8.838
- 2S+1 = 1
- orbital gap (eV) = 8.868
- charge = 0

The geometry in XYZ format:
```
12
Properties=species:S:1:pos:R:3:forces:R:3
C -2.09051 1.01604 -0.64547 -0.40 0.47 -0.11
C -1.03786 1.05614 0.15046 0.24 0.03 0.20
N -0.01435 0.09785 0.16368 -0.19 0.52 0.09
N 0.18343 -0.89144 -0.65178 -0.37 -0.05 0.05
C 1.29456 -1.46693 -0.32296 0.67 -0.24 -0.17
C 1.93446 -0.74764 0.76860 0.16 -0.24 0.49
O 2.94462 -0.88550 1.39799 -0.31 0.10 -0.30
O 1.01557 0.27761 1.06812 -0.02 -0.26 -0.42
H -2.19410 0.24715 -1.39110 -0.14 -0.15 -0.07
H -2.85762 1.79884 -0.57183 0.52 -0.46 -0.05
H -0.86374 1.83592 0.87720 0.00 -0.08 0.08
H 1.68554 -2.33804 -0.84292 -0.16 0.37 0.20
```
Positions in Å, forces in eV/Å.

Mulliken population analysis, charges in e, atoms 1 to 5: -0.735 0.017 0.825 -0.764 -0.238